[1]
C10H40O10 | ωB97M-V/def2-TZVPD

CARTESIAN COORDINATES (ANGSTROEM)
C (-1.310, 1.655, 2.247)
O (-1.502, 0.290, 2.280)
H (-2.246, 2.198, 2.380)
H (-0.705, 1.845, 3.133)
H (-0.720, 1.848, 1.351)
H (-0.945, 0.023, 1.545)
C (-0.123, 1.996, -2.910)
O (0.865, 1.940, -3.914)
H (-0.917, 1.260, -3.036)
H (0.374, 1.916, -1.943)
H (-0.468, 3.023, -3.024)
H (0.666, 1.081, -4.294)
C (1.844, 2.127, 1.734)
O (1.448, 3.526, 1.860)
H (2.875, 2.022, 1.398)
H (1.650, 1.648, 2.694)
H (1.203, 1.683, 0.972)
H (1.778, 3.767, 2.729)
C (2.372, -0.332, -1.339)
O (1.917, 0.063, -0.094)
H (2.233, -1.388, -1.572)
H (1.945, 0.293, -2.124)
H (3.425, -0.058, -1.398)
H (2.647, -0.142, 0.495)
C (1.228, -0.330, 2.820)
O (2.062, -0.769, 3.813)
H (1.887, 0.389, 2.334)
H (1.063, -1.145, 2.116)
H (0.339, 0.141, 3.239)
H (1.585, -1.383, 4.377)
C (-0.695, 0.062, -0.253)
O (0.231, 0.110, 0.844)
H (-1.236, -0.884, -0.226)
H (-1.394, 0.897, -0.276)
H (-0.172, 0.075, -1.210)
H (1.112, 0.066, 0.465)
C (1.000, -2.655, 0.183)
O (1.314, -3.773, 1.004)
H (0.379, -1.910, 0.680)
H (1.893, -2.125, -0.147)
H (0.556, -2.903, -0.781)
H (1.948, -4.294, 0.506)
C (-1.527, -3.107, -0.127)
O (-2.543, -2.652, 0.751)
H (-1.996, -3.877, -0.740)
H (-1.017, -2.402, -0.783)
H (-0.782, -3.724, 0.376)
H (-2.114, -2.310, 1.539)
C (-2.906, 2.464, -0.558)
O (-4.232, 2.083, -0.578)
H (-2.359, 1.720, -1.136)
H (-2.746, 3.432, -1.033)
H (-2.636, 2.425, 0.497)
H (-4.638, 2.427, 0.221)
C (-0.561, -1.158, -2.970)
O (0.231, -1.786, -1.961)
H (-1.453, -1.681, -3.315)
H (-0.893, -0.157, -2.695)
H (0.110, -0.992, -3.813)
H (0.659, -2.559, -2.336)

Output
- total energy (eV) = -31478.2122
- energy relative to the best compared isomer or geometry (same formula, charge and spin) (kJ/mol) = 1441.1
- max |F| (eV/Å) = 13.70
- gap between HOMO and LUMO (eV) = 8.653
- M (g mol⁻¹) = 320.42

Results of the Mulliken charge analysis, in e, for atoms 1 through 6:
1 C -1.017
2 O -0.717
3 H 0.383
4 H 0.301
5 H 0.259
6 H 0.977



[2]
C6H6Cl2CoO4Y | ωB97M-V/def2-TZVPD

CARTESIAN COORDINATES (ANGSTROEM)
Co (1.916, 2.608, 0.995)
Y (-0.166, 0.162, -0.210)
Cl (-0.019, 2.095, 1.993)
Cl (2.164, -0.412, 0.367)
C (0.487, -1.368, -2.124)
C (1.456, 4.235, 0.584)
C (3.169, 2.602, -0.272)
O (0.744, -2.163, -2.919)
O (0.866, 5.252, 0.533)
O (3.951, 2.682, -1.138)
C (-1.890, -3.615, 1.069)
C (-2.246, -2.395, 0.337)
C (-3.481, -2.234, -0.446)
O (-1.411, -1.410, 0.376)
H (-2.712, -4.346, 1.069)
H (-1.639, -3.355, 2.110)
H (-0.993, -4.103, 0.649)
H (-4.004, -1.313, -0.132)
H (-3.283, -2.119, -1.528)
H (-4.160, -3.092, -0.312)

Output
- 2S+1 = 5
- charge = +4
- total energy (eV) = -78172.1306
- max |F| (eV/Å) = 14.10
- gap between HOMO and LUMO (alpha / beta) (eV) = 8.665 / 3.789
- M (g mol⁻¹) = 360.85

Results of the Mulliken charge analysis, in e, for atoms 1 through 6:
1 Co 0.496
2 Y 1.849
3 Cl -0.170
4 Cl 0.111
5 C 0.021
6 C 0.499



[3]
C12H36ClO10S6 | ωB97M-V/def2-TZVPD

CARTESIAN COORDINATES (ANGSTROEM)
Cl (0.312, -0.617, -1.860)
O (-0.172, -1.684, -2.722)
O (0.722, 0.537, -2.505)
O (-0.865, -0.262, -1.062)
O (1.375, -1.126, -1.117)
C (8.365, -2.675, -0.093)
S (9.107, -1.364, -1.107)
O (10.612, -1.640, -1.367)
C (8.256, -2.053, -2.644)
H (8.713, -3.687, -0.303)
H (7.291, -2.811, 0.034)
H (8.755, -2.658, 0.925)
H (8.631, -1.469, -3.485)
H (7.176, -1.921, -2.697)
H (8.464, -3.105, -2.840)
C (-3.767, 8.845, -1.318)
S (-4.864, 7.597, -2.022)
O (-4.827, 7.495, -3.572)
C (-3.755, 6.394, -1.407)
H (-4.289, 9.800, -1.388)
H (-2.873, 8.952, -1.932)
H (-3.499, 8.573, -0.297)
H (-3.757, 5.585, -2.137)
H (-4.200, 5.922, -0.531)
H (-2.694, 6.571, -1.234)
C (2.176, -4.244, 5.796)
S (3.194, -4.498, 7.339)
O (4.482, -3.712, 7.217)
C (2.046, -3.446, 8.431)
H (2.876, -4.365, 4.969)
H (1.632, -3.302, 5.728)
H (1.574, -5.144, 5.916)
H (1.106, -3.998, 8.443)
H (2.048, -2.429, 8.037)
H (2.439, -3.478, 9.447)
C (-0.952, 4.198, 5.238)
S (-1.850, 5.627, 5.973)
O (-2.958, 5.643, 4.917)
C (-2.604, 5.080, 7.560)
H (-1.653, 3.411, 4.958)
H (-0.184, 3.754, 5.872)
H (-0.580, 4.544, 4.274)
H (-3.693, 5.104, 7.524)
H (-2.091, 5.775, 8.224)
H (-2.424, 4.056, 7.888)
C (-2.772, 1.719, -8.030)
S (-3.023, 2.199, -9.785)
O (-4.357, 1.422, -10.132)
C (-3.680, 3.858, -9.199)
H (-3.635, 1.600, -7.374)
H (-2.156, 2.476, -7.545)
H (-2.210, 0.802, -8.205)
H (-4.447, 3.668, -8.448)
H (-4.307, 4.391, -9.914)
H (-2.989, 4.479, -8.629)
C (-3.217, -8.106, -0.176)
S (-1.685, -9.142, -0.156)
O (-2.106, -10.497, -0.622)
C (-0.574, -8.381, -1.409)
H (-3.101, -7.034, -0.011)
H (-3.796, -8.435, 0.688)
H (-3.773, -8.210, -1.108)
H (-1.109, -8.120, -2.321)
H (0.278, -9.043, -1.566)
H (-0.141, -7.419, -1.135)

Output
- charge = -1
- total energy (eV) = -111022.6592
- energy relative to the best compared isomer or geometry (same formula, charge and spin) (kJ/mol) = 369.0
- max |F| (eV/Å) = 5.57
- gap between HOMO and LUMO (eV) = 7.397
- M (g mol⁻¹) = 568.27

Results of the Mulliken charge analysis, in e, for atoms 1 through 6:
1 Cl 1.596
2 O -0.671
3 O -0.618
4 O -0.682
5 O -0.626
6 C -1.014



[4]
C24H25N4O2PdSTe | ωB97M-V/def2-TZVPD

CARTESIAN COORDINATES (ANGSTROEM)
Pd (0.787, 0.046, -0.604)
N (3.341, 3.629, -0.576)
C (2.559, 2.557, -0.403)
S (1.437, 2.151, -1.660)
N (2.671, 2.029, 0.787)
N (1.969, 0.898, 0.932)
C (2.185, 0.193, 1.964)
C (1.495, -1.096, 2.125)
C (1.534, -1.684, 3.385)
C (0.745, -2.813, 3.591)
C (-0.066, -3.271, 2.569)
C (0.043, -2.715, 1.285)
N (0.761, -1.605, 1.069)
H (3.212, 4.298, -1.324)
H (3.856, 3.881, 0.285)
H (2.884, 0.627, 2.674)
H (2.094, -1.207, 4.151)
H (0.714, -3.324, 4.529)
H (-0.748, -4.136, 2.761)
H (-0.576, -3.111, 0.496)
C (4.750, -2.309, -1.660)
C (3.512, -1.486, -2.012)
O (3.010, -0.786, -1.193)
C (2.957, -1.511, -3.381)
C (3.817, -1.683, -4.495)
C (3.332, -1.759, -5.792)
C (1.944, -1.774, -6.034)
C (1.151, -1.460, -5.008)
C (1.583, -1.269, -3.663)
O (0.698, -1.000, -2.765)
H (5.027, -2.019, -0.616)
H (5.573, -2.165, -2.371)
H (4.505, -3.404, -1.658)
H (4.840, -1.709, -4.188)
H (4.078, -1.863, -6.555)
H (1.565, -1.896, -7.054)
H (0.079, -1.219, -5.216)
C (-5.856, 2.803, 3.585)
C (-4.837, 2.131, 2.730)
C (-5.190, 0.960, 2.060)
C (-4.378, 0.433, 1.100)
C (-4.776, -0.772, 0.347)
C (-3.098, 1.000, 0.858)
Te (-1.893, 0.331, -0.798)
C (-2.683, 2.181, 1.542)
C (-1.417, 2.919, 1.222)
C (-3.580, 2.691, 2.463)
H (-5.853, 2.487, 4.667)
H (-6.825, 2.620, 3.205)
H (-5.630, 3.897, 3.583)
H (-6.137, 0.494, 2.247)
H (-5.784, -1.001, 0.595)
H (-4.229, -1.681, 0.572)
H (-4.713, -0.576, -0.715)
H (-0.505, 2.479, 1.652)
H (-1.497, 3.951, 1.574)
H (-1.234, 3.044, 0.109)
H (-3.204, 3.573, 3.024)

Output
- 2S+1 = 5
- charge = +1
- total energy (eV) = -56947.5868
- energy relative to the best compared isomer or geometry (same formula, charge and spin) (kJ/mol) = 147.9
- max |F| (eV/Å) = 4.40
- gap between HOMO and LUMO (alpha / beta) (eV) = 5.598 / 2.747
- M (g mol⁻¹) = 667.58

Results of the Mulliken charge analysis, in e, for atoms 1 through 6:
1 Pd 0.523
2 N -0.388
3 C 0.480
4 S -0.190
5 N -1.153
6 N 1.257